{
  "formula": "C36H32CoNO3PS",
  "method": "the ωB97M-V functional and the def2-TZVPD basis",
  "s_squared": 3.794,
  "lumo_energy_ev": [4.2, 4.2],
  "total_charge": -2,
  "energy_ev": -103233.3894,
  "multiplicity": 4,
  "homo_ev": [0.56, -1.19],
  "max_force_ev_per_a": 0.29,
  "elements": ["Co", "C", "C", "C", "C", "C", "H", "H", "H", "H", "H", "O", "S", "O", "O", "C", "C", "C", "C", "C", "C", "P", "C", "C", "C", "C", "C", "C", "C", "C", "C", "C", "C", "C", "H", "H", "H", "H", "H", "H", "H", "H", "H", "H", "H", "H", "H", "H", "C", "C", "C", "C", "C", "C", "H", "H", "H", "H", "H", "H", "H", "H", "H", "N", "C", "C", "C", "C", "C", "C", "C", "H", "H", "H", "H"],
  "xyz": [[-0.443, 1.042, 1.132], [-1.703, 0.320, 3.008], [-0.846, 0.583, 4.096], [-0.754, 1.974, 4.256], [-1.545, 2.589, 3.279], [-2.149, 1.577, 2.493], [-2.093, -0.653, 2.739], [-0.293, -0.157, 4.659], [-0.107, 2.480, 4.959], [-1.663, 3.653, 3.122], [-2.961, 1.746, 1.799], [-2.993, 3.289, -1.183], [-1.652, 2.845, -1.516], [-0.987, 3.660, -2.517], [-0.819, 2.558, -0.357], [-1.969, 1.288, -2.398], [-2.578, 1.524, -3.638], [-2.994, 0.491, -4.448], [-2.830, -0.825, -4.021], [-2.239, -1.063, -2.799], [-1.770, -0.025, -1.975], [-1.091, -0.517, -0.319], [-2.562, -1.522, 0.177], [-2.593, -2.904, 0.328], [-3.762, -3.547, 0.722], [-4.914, -2.817, 0.963], [-4.894, -1.435, 0.810], [-3.729, -0.796, 0.424], [0.101, -1.861, -0.730], [0.630, -2.523, 0.382], [1.580, -3.519, 0.237], [2.044, -3.858, -1.029], [1.549, -3.190, -2.137], [0.583, -2.201, -1.989], [-2.717, 2.553, -3.943], [-3.462, 0.705, -5.402], [-3.174, -1.653, -4.629], [-2.145, -2.085, -2.453], [-1.704, -3.491, 0.139], [-3.765, -4.625, 0.840], [-5.823, -3.318, 1.276], [-5.785, -0.851, 1.004], [-3.714, 0.282, 0.317], [0.297, -2.233, 1.374], [1.976, -4.014, 1.115], [2.802, -4.623, -1.145], [1.924, -3.425, -3.126], [0.223, -1.680, -2.866], [4.522, 1.442, -2.062], [3.016, 1.140, -2.166], [2.348, 2.207, -3.038], [2.828, -0.233, -2.820], [2.445, 1.133, -0.810], [2.129, 1.094, 0.361], [4.979, 1.445, -3.058], [5.021, 0.693, -1.445], [4.680, 2.419, -1.602], [2.783, 2.191, -4.043], [2.487, 3.201, -2.611], [1.275, 2.049, -3.110], [3.357, -0.264, -3.778], [1.771, -0.422, -3.003], [3.208, -1.029, -2.178], [3.549, 1.112, 6.970], [3.190, 1.116, 5.863], [2.765, 1.107, 4.524], [2.648, -0.117, 3.799], [2.277, -0.130, 2.491], [1.955, 1.080, 1.777], [2.122, 2.309, 2.509], [2.505, 2.319, 3.814], [2.874, -1.049, 4.305], [2.251, -1.067, 1.949], [1.931, 3.242, 1.992], [2.598, 3.263, 4.338]]
}